# 1
Below is a 3-piece molecular cluster, C4H6N2 overall in a non-equilibrium geometry, with properties calculated with ωB97M-V/def2-TZVPD.

Cartesian coordinates (Å):
C: 0.70 -0.55 0.31
H: 0.61 -1.13 1.23
H: -1.56 -1.39 0.69
C: -0.42 0.07 -0.41
H: -1.86 -0.49 0.49
C: -0.91 1.25 -0.82
N: 0.07 -1.15 -0.89
H: 0.58 -0.93 -1.75
H: -1.48 1.31 -1.75
C: 1.94 0.15 0.22
N: 2.95 0.70 0.17
H: -0.79 2.14 -0.21

Energy relative to the best compared isomer or geometry (same formula, charge and spin) ... 484.9 kJ/mol
Frontier orbital gap ... 10.1876 eV

***

# 2
Below is C15H19ClScSi as an isolated structure in a non-equilibrium geometry, with properties calculated with ωB97M-V/def2-TZVPD.

Cartesian coordinates (Å):
H: -4.85 0.00 -2.48
C: -4.80 0.65 -1.61
H: -4.78 1.42 1.67
C: -1.44 2.73 -1.12
H: 2.74 -4.51 2.00
C: -0.34 2.21 -1.86
C: 3.33 -4.26 1.12
C: 0.75 -0.87 0.36
H: -4.70 2.71 -2.51
C: -4.71 2.54 -0.27
H: 1.65 1.45 -1.19
H: 5.34 -2.97 -0.59
H: 3.83 -2.73 -1.59
H: 2.84 -4.73 0.27
Sc: -1.08 0.45 -0.26
C: 4.25 -1.45 2.10
C: -1.09 2.75 0.26
H: -1.66 3.22 1.04
H: 0.78 2.02 1.31
C: 4.44 -2.34 -0.76
C: 0.69 1.88 -0.94
H: 3.64 -1.38 2.99
C: -4.72 2.08 -1.62
H: -0.33 2.06 -2.94
H: -2.35 3.13 -1.56
C: -4.84 0.23 -0.24
C: -4.78 1.40 0.58
Cl: -2.26 -0.34 1.54
C: 0.24 2.18 0.39
H: 4.32 -4.72 1.22
H: 4.41 -0.44 1.72
H: 5.21 -1.90 2.35
C: 1.78 -1.51 0.63
H: -4.91 -0.79 0.11
H: -4.68 3.58 0.06
H: 4.71 -1.30 -0.98
Si: 3.37 -2.44 0.80

Energy relative to the best compared isomer or geometry (same formula, charge and spin) ... 127.7 kJ/mol
Charge ... -1
Frontier orbital gap ... 5.4467 eV

***

# 3
Below is C55H54N3O4SiTi as an isolated structure in a non-equilibrium geometry, with properties calculated with ωB97M-V/def2-TZVPD.

Cartesian coordinates (Å):
H: 5.27 -0.51 1.03
H: -0.17 2.45 -3.59
O: 8.71 0.22 -1.11
C: -2.14 -5.29 -0.28
H: 7.65 -0.35 -3.17
C: -0.69 -4.56 4.40
C: -1.69 -2.78 3.14
H: 1.74 1.65 -1.83
C: -0.73 -2.97 -0.36
H: 2.90 -0.25 1.92
C: -0.79 -3.88 3.19
H: 2.26 -1.62 -4.00
C: -5.53 -0.89 0.48
C: -4.03 2.68 2.61
O: -5.72 3.09 4.31
H: -5.66 4.01 2.04
C: -4.74 3.55 1.68
C: -4.17 -1.06 0.57
C: 1.32 -1.20 -4.29
C: 8.43 -1.22 -1.37
C: 1.25 3.15 3.14
H: 7.56 -1.42 -0.67
H: -2.64 3.19 -0.97
H: 8.77 -1.58 -3.54
H: -2.79 2.00 4.71
H: -3.02 -4.48 1.56
C: 10.00 1.41 0.62
C: -6.15 -0.36 -0.69
H: -0.68 4.73 -4.61
H: 7.15 -2.13 -2.97
C: -1.10 -5.20 -1.12
H: -1.20 -4.84 6.42
O: -1.38 -0.80 1.51
C: -1.85 0.59 -2.98
H: -3.81 -1.03 2.67
H: -0.26 -5.49 4.36
H: -7.12 -0.06 -0.50
H: -2.79 -1.36 4.31
C: -3.72 3.43 -4.57
H: 5.71 -0.06 -1.37
H: -0.29 -4.29 2.32
H: -4.36 1.61 -3.85
H: -2.32 1.30 2.90
C: -2.24 1.82 -3.70
H: -1.94 -2.34 6.59
C: 2.46 1.04 -1.23
C: -4.07 3.89 0.48
H: -0.17 -2.05 -0.48
Ti: -1.68 0.40 0.09
H: 1.18 3.92 2.39
H: 1.06 0.26 5.75
H: 1.64 2.62 6.41
H: -4.22 -2.57 1.98
H: -0.78 -6.07 -1.69
C: -2.69 4.28 -4.87
H: -4.70 3.74 -4.81
C: -3.00 3.14 0.09
C: -0.13 -0.70 -6.16
C: 0.97 1.85 2.75
H: -4.01 2.16 5.89
H: -4.44 4.73 -0.15
N: -3.34 -0.67 -0.54
N: -2.65 2.06 0.91
H: -2.90 5.17 -5.43
C: 7.94 -1.38 -2.79
H: 1.66 4.40 4.91
C: -0.31 -4.02 -1.19
H: -0.39 -0.81 -7.28
H: 9.34 -1.89 -1.09
C: -1.11 -0.28 -5.27
C: -1.80 -2.79 5.58
C: -0.81 -0.19 -3.90
C: -2.05 -2.07 1.78
H: 0.44 -0.19 3.41
H: -2.04 0.20 -5.69
C: -3.13 -0.45 -2.91
C: 3.72 0.74 -1.75
C: -2.33 -4.29 0.72
H: 9.74 -0.62 0.40
Si: 0.61 1.56 0.85
C: -1.70 -3.10 0.64
C: 1.20 1.06 5.01
H: 8.21 0.16 0.91
C: -2.98 1.90 2.23
C: 0.87 0.80 3.68
H: 10.59 1.76 -0.25
C: -1.43 3.98 -4.41
C: -1.27 -4.08 5.59
C: 0.42 -0.72 -3.40
N: -3.76 1.95 4.93
C: 1.46 2.35 5.41
C: -3.50 2.18 -4.14
H: 3.88 1.08 -2.77
H: -2.77 -1.50 -2.93
C: 3.21 0.12 0.94
H: -5.68 0.19 -2.79
H: 0.55 3.02 0.38
C: 4.73 0.17 -0.95
O: -1.23 0.85 -1.74
C: -4.56 2.67 4.02
C: -5.31 -0.16 -1.85
H: 1.84 -1.64 -6.33
C: -2.12 -2.19 4.34
H: 0.55 -3.95 -1.90
C: 4.48 -0.07 0.41
C: -3.97 -0.35 -1.72
C: 2.19 0.70 0.11
C: 1.07 -1.21 -5.68
H: 10.72 1.04 1.41
H: -3.69 -0.27 -3.84
C: -3.57 -1.71 1.78
C: 9.14 0.24 0.26
H: 0.66 -0.51 -2.34
C: 1.51 3.39 4.53
H: -2.87 -6.11 -0.30
C: -1.18 2.79 -3.80
H: 9.42 2.28 1.06
H: -6.14 -1.10 1.41

Energy relative to the best compared isomer or geometry (same formula, charge and spin) ... 336.7 kJ/mol
Multiplicity ... 2
Frontier orbital gap (spin up / spin down) ... 5.7120 / 5.5660 eV

***

# 4
Below is a 7-piece molecular cluster, C13H28Cl12O4 overall in a non-equilibrium geometry, with properties calculated with ωB97M-V/def2-TZVPD.

Cartesian coordinates (Å):
C: 0.01 -1.21 -0.10
H: -6.73 0.33 -1.67
Cl: -0.68 7.35 -2.74
H: 1.77 -6.61 3.72
H: -1.41 5.26 -0.54
H: 3.10 -2.79 5.97
C: 6.12 1.19 0.20
H: -7.98 -1.18 -4.05
H: 0.51 2.31 -6.51
Cl: -0.45 -0.10 1.25
O: 2.46 -2.79 6.68
C: 2.60 -2.27 9.12
Cl: 1.59 -8.59 1.51
H: -1.13 1.45 -7.79
C: -2.18 6.69 -2.01
H: 7.08 0.69 0.12
O: 1.62 -3.24 9.15
H: 0.67 -6.51 1.40
C: 0.73 -6.91 3.55
H: 3.96 -3.50 7.93
Cl: 0.31 -8.16 4.74
O: -0.34 1.74 -8.25
H: -6.75 0.03 -4.22
H: 4.08 -1.78 7.72
H: 1.56 -3.47 8.22
Cl: -1.14 -2.44 -0.54
C: -0.60 3.99 -7.50
H: -2.03 4.78 -6.55
Cl: -3.74 4.96 -1.16
H: 6.57 2.45 2.01
H: 0.06 -6.11 3.87
C: 0.48 -7.34 2.09
Cl: 1.42 -2.05 0.57
H: -2.48 7.45 -1.29
H: 4.83 2.23 1.61
H: 0.09 4.81 -7.31
H: 2.34 -1.24 8.87
C: 3.36 -2.60 7.80
C: -7.58 -0.27 -3.59
H: -0.56 -7.67 2.10
C: -2.04 5.33 -1.43
O: -1.69 3.89 -6.65
Cl: 5.79 0.33 2.67
Cl: 0.40 -0.25 -1.51
Cl: 6.31 2.63 -0.91
H: 5.41 0.48 -0.22
C: 5.83 1.78 1.56
C: 0.29 2.69 -7.50
H: 1.25 2.86 -8.00
Cl: -8.54 -1.02 -1.12
H: -2.97 6.58 -2.74
Cl: -8.69 1.04 -3.64
H: -1.66 4.59 -2.14
C: -7.16 -0.54 -2.18
H: 3.19 -2.23 10.04
H: -6.30 -1.20 -2.05
H: -0.95 4.16 -8.52

Energy relative to the best compared isomer or geometry (same formula, charge and spin) ... 0.0 kJ/mol
Frontier orbital gap ... 9.8200 eV
SMILES ... ClC(Cl)(Cl)Cl.ClCCCl.ClCCCl.ClCCCl.ClCCCl.OCCO.OCCO

***

# 5
Below is a single C4H3NO3 molecule in a non-equilibrium geometry, with properties calculated with ωB97M-V/def2-TZVPD.

Cartesian coordinates (Å):
C: -0.58 -0.36 0.01
C: 1.56 -0.11 -0.06
O: -2.64 0.38 -0.21
O: 0.67 -1.02 0.01
C: -0.18 0.99 0.19
O: 2.74 -0.25 -0.03
H: -2.24 -1.95 0.09
N: 1.00 1.23 -0.04
H: -0.87 1.90 0.20
C: -1.85 -0.78 0.09
H: -3.64 0.07 0.35

Energy relative to the best compared isomer or geometry (same formula, charge and spin) ... 364.0 kJ/mol
Frontier orbital gap ... 9.2299 eV
SMILES ... O=C1N=C/C(=C\O)O1

***

# 6
Below is an isolated ion of composition C7H10N and charge +1 in a non-equilibrium geometry, with properties calculated with ωB97M-V/def2-TZVPD.

Cartesian coordinates (Å):
H: -1.47 -1.78 -1.16
C: -0.89 0.16 -0.04
H: 2.79 -1.11 -0.81
H: -1.48 0.80 1.98
H: 3.29 -1.44 0.96
C: -0.81 0.01 1.46
H: 0.19 -1.64 -0.51
H: -0.24 -0.54 -1.93
H: -0.71 -0.88 1.99
C: 2.62 0.57 0.24
H: -2.06 1.12 -1.57
N: 0.34 0.41 0.68
C: -1.76 1.32 -0.59
C: 1.46 0.91 0.64
H: -1.00 2.16 -0.72
H: -2.51 1.71 0.08
C: 2.84 -0.74 0.24
C: -0.59 -1.05 -0.95

Energy relative to the best compared isomer or geometry (same formula, charge and spin) ... 356.8 kJ/mol
Charge ... +1
Multiplicity ... 3
Frontier orbital gap (spin up / spin down) ... 6.5986 / 6.9564 eV

***

# 7
Below is C4H6IN2 as an isolated structure in a non-equilibrium geometry, with properties calculated with ωB97M-V/def2-TZVPD.

Cartesian coordinates (Å):
H: -0.89 -1.03 -1.33
H: 2.61 1.17 0.53
C: -1.41 -0.98 -0.37
H: -2.39 -0.66 -0.40
H: 1.29 -0.70 -0.75
N: 0.76 1.70 1.41
I: -2.51 1.95 1.75
C: 0.91 -0.07 0.00
H: -1.33 -1.95 0.08
H: 0.95 2.02 2.35
C: 1.55 0.95 0.61
N: -0.51 0.02 0.22
C: -0.91 1.01 0.99

Energy relative to the best compared isomer or geometry (same formula, charge and spin) ... 245.4 kJ/mol
Charge ... +1
Frontier orbital gap ... 8.9264 eV

***

# 8
Below is C28H18BrIrN3O5 as an isolated structure, with properties calculated with ωB97M-V/def2-TZVPD.

Cartesian coordinates (Å):
C: 5.02 1.90 -0.20
C: 0.36 -6.54 -1.96
C: -2.14 1.15 -1.38
C: 1.27 -1.15 3.43
C: -3.59 1.41 -1.54
C: 1.07 -3.18 -0.53
H: -5.72 4.06 -1.60
H: 1.12 -2.02 2.81
H: 2.57 -0.22 6.41
C: 1.05 1.20 3.75
Ir: 0.26 -0.29 -1.19
C: 4.43 3.14 0.09
C: -5.39 3.03 -1.65
O: -1.75 -0.12 -1.48
C: 2.26 2.25 -0.60
C: -0.43 -2.93 -2.36
C: 0.12 0.15 1.64
H: -1.04 -2.31 -3.01
O: 2.26 -0.07 -1.38
H: 0.56 3.62 -0.61
C: 0.34 -5.12 -1.76
C: -4.05 2.73 -1.49
N: -1.34 2.15 -1.20
C: 4.25 0.86 -0.68
H: 1.67 -2.76 0.27
H: -3.22 -0.98 -1.65
C: 0.87 2.58 -0.76
N: -0.03 1.73 -1.06
C: 2.86 0.98 -0.89
H: -1.01 -4.73 -3.38
H: 2.61 4.23 0.11
C: 1.09 -4.55 -0.73
O: -4.19 -0.92 -1.81
Br: 0.56 2.94 3.16
H: -7.35 2.23 -1.99
O: -0.97 0.67 1.52
C: 3.08 3.28 -0.11
C: -0.42 -4.30 -2.58
O: 0.83 -0.44 0.71
H: -3.32 3.51 -1.32
C: -6.30 2.00 -1.87
H: 6.08 1.75 -0.05
C: 0.32 -2.32 -1.34
C: 1.89 -1.27 4.67
C: -4.52 0.38 -1.76
H: 4.69 -0.10 -0.90
N: 0.38 -7.68 -2.13
H: 1.84 1.99 5.57
C: -5.87 0.69 -1.92
C: 0.83 0.08 2.96
C: 1.68 1.10 4.99
H: 1.68 -5.19 -0.09
H: 5.03 3.95 0.48
C: 2.09 -0.14 5.45
H: -6.56 -0.12 -2.08
H: 2.21 -2.24 5.02

Energy relative to the best compared isomer or geometry (same formula, charge and spin) ... 138.6 kJ/mol
Charge ... -1
Frontier orbital gap ... 7.0644 eV